C3H7O3S2 | wB97M-V/def2-TZVPD

Each line ends with the Löwdin charge.
Positions of all 15 atoms, in Å:
C 1.17 0.23 0.73  -0.217
C -0.20 -0.34 0.99  -0.564
O -0.55 -0.61 2.11  0.059
O -1.05 -0.62 -0.03  0.012
C 2.09 -0.66 -0.11  -0.533
S 2.24 -0.19 -1.92  0.177
S 0.46 0.73 -2.39  -0.130
H 1.11 1.21 0.24  0.084
H 1.54 0.39 1.74  0.106
H 3.10 -0.73 0.27  0.051
H 1.68 -1.65 -0.24  0.042
H -0.57 -0.28 -0.87  -0.054
H -3.14 0.36 0.15  0.012
H -3.91 1.56 -0.37  0.029
O -3.97 0.60 -0.29  -0.075

The calculation puts the largest force on an atom at 1.550 eV Å⁻¹. For the total energy, the calculation gives -1140.69850 hartree. The net charge is -1.


C3H7O3S3 | wB97M-V/def2-TZVPD

Each line ends with the Löwdin charge.
Positions of all 16 atoms, in Å:
C 1.01 1.42 1.43  -0.145
C 0.28 1.09 0.04  -0.300
C 0.06 -0.47 0.06  -1.135
S -1.07 -1.20 1.35  0.699
S 1.58 -1.30 -0.23  0.723
S -1.09 -0.70 -1.58  0.332
O -1.19 -2.15 -1.59  -0.419
O -0.36 -0.10 -2.71  -0.380
O -2.36 -0.09 -1.23  -0.382
H 1.63 0.68 1.78  0.004
H 0.30 1.52 2.26  0.055
H 1.57 2.41 1.27  0.081
H -0.65 1.58 -0.01  0.070
H 1.09 1.30 -0.83  0.138
H -1.87 -1.47 0.40  -0.201
H 1.10 -2.51 -0.42  -0.139

The calculation puts the largest force on an atom at 5.244 eV Å⁻¹. For the total energy, the calculation gives -1538.83237 hartree. As for the SMILES: CCC(S)(S)S(=O)(=O)[O-]. The net charge is -1.


C3H7OPS2 | wB97M-V/def2-TZVPD

Each line ends with the Löwdin charge.
Positions of all 14 atoms, in Å:
C -0.68 0.18 2.22  -0.247
P 0.68 0.48 0.98  0.147
O 1.76 1.18 1.66  -0.414
S -0.08 1.62 -0.74  0.656
C -0.51 0.11 -1.67  -0.640
C 0.68 -0.75 -1.67  -0.586
S 0.85 -1.39 0.05  0.651
H -0.30 -0.78 2.79  0.079
H -0.81 0.98 2.95  0.043
H -1.61 -0.05 1.67  0.032
H -0.62 0.46 -2.69  0.071
H -1.49 -0.15 -1.46  0.047
H 0.46 -1.66 -2.18  0.055
H 1.68 -0.24 -1.89  0.106

The calculation puts the largest force on an atom at 4.158 eV Å⁻¹. For the total energy, the calculation gives -1331.51139 hartree. As for the SMILES: CP1(=O)SCCS1.


C3H7OS | wB97M-V/def2-TZVPD

Each line ends with the Löwdin charge.
Positions of all 12 atoms, in Å:
C 1.87 -1.61 0.39  -0.724
S 2.03 0.19 0.09  0.059
H 2.66 -2.16 -0.12  -0.027
H 1.95 -1.83 1.46  -0.019
H 0.91 -2.01 0.04  -0.018
O -2.32 0.08 0.93  -0.024
C -1.33 0.42 0.30  -0.341
C -1.35 1.52 -0.73  -0.082
H -0.33 0.06 0.59  0.000
H -1.85 1.18 -1.64  0.072
H -0.33 1.79 -1.00  0.034
H -1.91 2.36 -0.33  0.070

The calculation puts the largest force on an atom at 1.113 eV Å⁻¹. For the total energy, the calculation gives -591.94128 hartree. The net charge is -1.


C3H7P | wB97M-V/def2-TZVPD

Each line ends with the Löwdin charge.
Positions of all 11 atoms, in Å:
C 1.71 0.31 -0.48  -0.118
C 1.27 -0.29 0.55  -0.016
C -1.02 -0.81 0.26  -0.378
P -2.09 0.60 -0.19  0.733
H 2.80 0.47 -0.57  0.070
H 1.05 0.71 -1.18  0.016
H 1.52 -0.65 1.53  0.036
H -0.79 -1.30 -0.63  -0.035
H -1.26 -1.55 1.01  0.000
H -1.30 1.03 -1.16  -0.173
H -1.88 1.48 0.85  -0.134

The calculation puts the largest force on an atom at 5.581 eV Å⁻¹. For the total energy, the calculation gives -459.67571 hartree.


C3H7PS2 | wB97M-V/def2-TZVPD

Each line ends with the Löwdin charge.
Positions of all 13 atoms, in Å:
C -1.20 -0.52 1.29  -0.369
P -0.03 0.83 1.34  0.821
C 0.73 0.73 -0.17  -0.786
S 1.68 2.66 -0.49  0.176
C 1.20 -0.26 -1.07  -0.660
S -0.01 -1.55 -1.66  0.677
H -1.95 -0.29 2.12  0.060
H -0.68 -1.41 1.55  0.021
H -1.67 -0.66 0.33  -0.006
H -0.75 2.00 1.19  -0.034
H 1.74 -0.89 -0.30  0.104
H 1.90 0.06 -1.94  0.097
H -0.96 -0.69 -2.20  -0.101

The calculation puts the largest force on an atom at 7.395 eV Å⁻¹. For the total energy, the calculation gives -1256.07921 hartree. As for the SMILES: CPC(=S)CS.


C3H7PS2 | wB97M-V/def2-TZVPD

Each line ends with the Löwdin charge.
Positions of all 13 atoms, in Å:
C -0.79 -1.05 -0.12  -0.524
C 1.85 0.50 0.34  -0.305
C -1.93 -0.20 -0.06  -0.648
P 0.75 -0.98 0.50  0.885
S -1.59 -3.87 -0.22  -0.084
S -1.62 1.65 0.04  0.647
H 2.71 0.39 1.00  0.027
H 1.29 1.39 0.62  0.002
H 2.20 0.58 -0.69  0.037
H -2.51 -0.43 0.85  0.082
H -2.59 -0.37 -0.91  0.071
H 1.45 -1.99 -0.14  -0.035
H -1.23 1.77 -1.23  -0.155

The calculation puts the largest force on an atom at 1.944 eV Å⁻¹. For the total energy, the calculation gives -1256.01096 hartree.


C3H7S | wB97M-V/def2-TZVPD

Each line ends with the Löwdin charge.
Positions of all 11 atoms, in Å:
S -1.98 -0.81 2.83  -0.373
H -3.06 -0.23 2.29  -0.496
C 1.45 -0.55 -0.41  -0.133
C 0.56 0.48 -1.06  -0.260
C -0.68 0.66 -0.61  -0.035
H 1.02 -1.54 -0.48  0.066
H 1.51 -0.35 0.66  0.075
H 2.41 -0.66 -0.91  0.053
H 0.97 1.21 -1.75  0.072
H -1.26 1.52 -0.92  0.042
H -0.94 0.28 0.38  -0.012

The calculation puts the largest force on an atom at 1.536 eV Å⁻¹. For the total energy, the calculation gives -516.68072 hartree. The net charge is -1.


C3H7S | wB97M-V/def2-TZVPD

Each line ends with the Löwdin charge.
Positions of all 11 atoms, in Å:
S 1.91 2.15 -1.83  -0.359
H 2.21 0.84 -1.76  -0.495
C 0.27 -1.04 0.91  -0.129
C -0.34 0.20 0.33  -0.276
C -1.55 0.25 -0.20  -0.045
H -0.32 -1.94 0.75  0.061
H 1.25 -1.24 0.45  0.066
H 0.45 -0.88 1.98  0.065
H 0.30 1.08 0.33  0.033
H -2.07 1.18 -0.39  0.039
H -2.10 -0.61 -0.56  0.040

The calculation puts the largest force on an atom at 0.963 eV Å⁻¹. For the total energy, the calculation gives -516.68428 hartree. The net charge is -1.


C3H7S | wB97M-V/def2-TZVPD

Each line ends with the Löwdin charge.
Positions of all 11 atoms, in Å:
C 1.23 0.35 0.42  -0.547
C -0.05 0.32 -0.58  -0.391
C -1.17 -0.33 0.15  -0.783
S -2.49 -0.94 -1.05  -0.242
H 1.44 -0.72 0.51  -0.033
H 1.19 0.67 1.49  -0.046
H 2.16 0.79 0.10  -0.103
H -0.29 1.32 -0.91  0.049
H 0.32 -0.36 -1.48  0.099
H -1.61 0.18 0.87  -0.028
H -0.73 -1.28 0.48  0.023

The calculation puts the largest force on an atom at 6.097 eV Å⁻¹. As for the multiplicity: 2. For the total energy, the calculation gives -516.52117 hartree. The net charge is -2.